This record from the Open Molecules 2025 dataset describes the molecule C22H23ClN4O4. The level of theory is ωB97M-V/def2-TZVPD.

Its LUMO energy is 0.64 eV. Its SMILES is CCOC(=O)CCNC(=O)Nc1ccc2nc(C)n(Cc3ccccc3Cl)c(=O)c2c1. Its total charge is 0. The calculation puts the HOMO-LUMO gap at 8.5246 eV. As for the spin multiplicity: 1. Its total energy is -1832.43104 Ha. For the energy above the lowest of the compared OMol25 structures with the same formula, charge and spin, the calculation gives 0.4 kJ/mol. The value obtained for the HOMO energy is -7.88 eV.

Geometry as XYZ:
```
54
Properties=species:S:1:pos:R:3:nbo_charge:R:1
C 1.950 2.175 -0.204 -0.636
C 3.127 3.097 -0.492 -0.077
O 4.277 2.354 -0.906 -0.499
C 5.019 1.790 0.042 0.813
O 4.814 1.913 1.225 -0.637
C 6.127 0.955 -0.566 -0.534
C 6.517 -0.214 0.359 -0.211
N 5.363 -0.799 1.013 -0.630
C 4.355 -1.289 0.214 0.787
O 4.536 -1.633 -0.932 -0.652
N 3.151 -1.375 0.880 -0.615
C 1.894 -1.639 0.340 0.151
C 1.722 -2.204 -0.933 -0.208
C 0.462 -2.419 -1.437 -0.194
C -0.673 -2.075 -0.694 0.139
N -1.920 -2.289 -1.209 -0.483
C -2.949 -1.911 -0.543 0.475
C -4.291 -2.173 -1.144 -0.665
N -2.885 -1.303 0.685 -0.433
C -4.067 -0.796 1.361 -0.259
C -4.798 0.287 0.613 -0.103
C -6.185 0.224 0.507 -0.191
C -6.907 1.206 -0.144 -0.210
C -6.246 2.281 -0.715 -0.201
C -4.870 2.370 -0.618 -0.252
C -4.154 1.386 0.047 0.066
Cl -2.433 1.574 0.161 -0.001
C -1.668 -1.125 1.353 0.661
O -1.638 -0.666 2.481 -0.620
C -0.499 -1.518 0.584 -0.123
C 0.779 -1.310 1.094 -0.217
H 1.765 1.521 -1.053 0.219
H 2.156 1.562 0.670 0.216
H 1.060 2.767 -0.010 0.220
H 2.908 3.764 -1.327 0.192
H 3.381 3.682 0.398 0.197
H 5.766 0.574 -1.521 0.254
H 6.991 1.594 -0.753 0.240
H 7.199 0.120 1.141 0.209
H 7.001 -0.990 -0.239 0.224
H 5.079 -0.291 1.839 0.398
H 3.129 -1.027 1.829 0.395
H 2.595 -2.454 -1.512 0.258
H 0.323 -2.850 -2.416 0.227
H -4.143 -2.748 -2.053 0.252
H -4.798 -1.242 -1.389 0.237
H -4.920 -2.737 -0.459 0.218
H -4.752 -1.619 1.582 0.212
H -3.694 -0.392 2.313 0.280
H -6.703 -0.616 0.947 0.214
H -7.981 1.130 -0.208 0.219
H -6.799 3.050 -1.231 0.220
H -4.342 3.205 -1.051 0.228
H 0.872 -0.876 2.080 0.228
```


This record from the Open Molecules 2025 dataset describes C22H23F2IrN3O3P as an isolated structure in a non-equilibrium geometry. The level of theory is ωB97M-V/def2-TZVPD.

Its LUMO energy (alpha / beta) is -4.03 / -4.26 eV. The expectation value of S² is 0.762. Its total charge is +1. The calculation puts the HOMO-LUMO gap (alpha / beta) at 6.7766 / 6.5849 eV. As for the spin multiplicity: 2. Its total energy is -1887.18053 Ha. For the energy above the lowest of the compared OMol25 structures with the same formula, charge and spin, the calculation gives 356.9 kJ/mol. The value obtained for the HOMO energy (alpha / beta) is -10.81 / -10.85 eV.

Geometry as XYZ:
```
55
Properties=species:S:1:pos:R:3:mulliken_spin:R:1
Ir -0.348 0.126 0.134 0.610
N -0.110 3.279 2.749 0.000
C 0.288 2.068 2.389 0.037
O 0.581 1.836 1.200 -0.004
C 0.391 1.019 3.463 -0.045
C -0.250 -0.311 3.085 0.211
H -0.182 3.993 2.038 0.000
H -0.316 3.524 3.702 0.000
H -0.050 1.389 4.390 0.000
H 1.457 0.856 3.648 -0.001
H -1.259 -0.165 2.690 -0.040
H -0.305 -0.956 3.962 0.009
F -4.174 3.666 1.530 0.000
C -3.543 3.037 0.530 0.002
C -2.637 2.038 0.839 -0.014
C -1.956 1.397 -0.178 -0.041
C -2.199 1.738 -1.515 0.048
C -3.113 2.757 -1.771 -0.004
F -3.334 3.168 -3.028 0.000
C -3.794 3.420 -0.769 0.002
C -1.464 1.007 -2.548 -0.005
C -1.877 0.880 -3.870 0.007
C -1.122 0.124 -4.749 -0.002
C 0.033 -0.489 -4.291 0.005
C 0.377 -0.331 -2.964 -0.005
N -0.351 0.396 -2.120 0.081
H -2.499 1.784 1.883 -0.003
H -4.499 4.205 -0.999 0.000
H -2.784 1.354 -4.208 0.001
H -1.442 0.000 -5.774 0.000
H 0.664 -1.075 -4.943 0.001
H 1.267 -0.798 -2.569 0.005
C 2.227 -1.521 2.929 0.019
P 0.797 -1.359 1.781 0.089
C -0.095 -2.919 2.035 -0.006
C 1.920 -1.596 0.280 0.035
C 2.130 -2.778 -0.420 -0.005
C 2.961 -2.765 -1.528 0.003
C 3.590 -1.592 -1.937 -0.001
C 3.395 -0.414 -1.234 -0.001
C 2.558 -0.412 -0.125 0.005
H 2.714 -2.468 2.696 -0.001
H 1.911 -1.528 3.972 -0.001
H 2.951 -0.719 2.782 0.000
H 0.170 -3.656 1.282 0.000
H -1.165 -2.736 1.959 0.002
H 0.140 -3.304 3.026 -0.003
H 1.671 -3.708 -0.124 0.001
H 3.121 -3.682 -2.079 0.000
H 4.234 -1.600 -2.806 0.000
H 3.887 0.497 -1.546 0.000
H 2.427 0.501 0.444 -0.006
O -0.379 -3.225 -1.414 0.011
N -1.169 -2.335 -1.483 0.001
O -1.447 -1.618 -0.426 0.001
```